The following is a quantum chemistry calculation of C46H70NO2P2PmS2Si as an isolated structure at a distorted geometry, from the OMol25 dataset.

Structure (ORCA input):
```
! wB97M-V def2-TZVPD RIJCOSX def2/J DEFGRID3
* xyz 2 5
Pm 12.1706 14.0930 13.8316
C 14.8676 14.7269 13.5774
C 14.5958 13.6004 12.7962
C 14.2026 12.3803 13.4114
C 14.1882 12.2978 14.8242
C 14.3207 13.4870 15.6178
C 14.5405 14.7107 14.9670
H 15.2535 15.6435 13.1427
H 14.6688 13.6716 11.7034
H 14.1324 11.4739 12.7233
H 14.1000 11.3519 15.3222
H 14.2707 13.4828 16.7136
H 14.4627 15.6661 15.5452
C 8.1450 15.6533 13.2944
Si 9.0642 14.1919 14.2076
C 8.2987 12.5549 13.4690
C 7.1221 12.0579 14.0412
C 6.3863 11.0016 13.4446
C 6.7824 10.4731 12.2430
C 8.0003 10.8567 11.6635
C 8.7817 11.8961 12.2667
P 10.3489 12.4957 11.4971
C 9.8762 13.3328 9.8473
C 8.7389 12.6910 8.9547
C 8.4569 13.4724 7.6588
C 9.4456 14.5964 7.3064
C 9.9171 15.4915 8.5255
C 9.5236 14.8080 9.9100
C 11.2959 10.9201 11.0862
C 11.4165 10.0714 12.3549
C 10.6892 8.7002 12.4113
C 10.8241 7.9246 11.0908
C 10.3976 8.7411 9.8683
C 11.1602 10.0938 9.8042
C 8.3618 14.3886 16.0231
C 6.9842 14.5779 16.1780
C 6.5332 14.9765 17.4354
C 7.3997 15.3918 18.4211
C 8.7402 15.0149 18.3257
C 9.2282 14.4303 17.1248
P 10.7067 13.4213 16.9616
C 10.1713 11.7557 17.7194
C 10.5878 10.6763 16.6784
C 10.4837 9.2413 17.2615
C 9.1846 8.9056 17.9270
C 8.4315 10.0777 18.6360
C 8.6904 11.4802 18.0826
C 12.0901 13.9157 18.1853
C 11.7778 13.6572 19.7170
C 12.0262 14.9144 20.5683
C 13.4488 15.4171 20.2508
C 13.5081 15.9880 18.8034
C 12.4086 15.3714 17.8705
H 8.7259 16.5695 13.4219
H 7.1598 15.8626 13.7182
H 8.0206 15.4510 12.2421
H 6.7859 12.4636 14.9776
H 5.4342 10.6531 13.9418
H 6.1754 9.6369 11.8340
H 8.3602 10.3349 10.8050
H 10.7833 13.1658 9.2054
H 7.8529 12.5985 9.5974
H 9.0620 11.6920 8.6393
H 7.4657 13.8417 7.6876
H 8.5483 12.6923 6.9554
H 8.9692 15.3206 6.6472
H 10.2984 14.1254 6.7516
H 9.4234 16.5062 8.5128
H 10.9971 15.6516 8.6002
H 8.4397 14.8873 10.0159
H 10.0082 15.3134 10.7578
H 12.2777 11.3304 10.7983
H 11.0357 10.6705 13.2108
H 12.5050 10.0153 12.5815
H 9.6599 8.8328 12.7334
H 11.1277 8.1051 13.2177
H 10.2581 7.0062 11.1437
H 11.8707 7.7129 10.9846
H 9.2872 8.8890 9.6824
H 10.8226 8.2635 8.9693
H 10.8044 10.7235 9.0126
H 12.1836 9.8437 9.5420
H 6.2875 14.4459 15.3233
H 5.4971 15.2570 17.5385
H 6.9914 15.9419 19.2462
H 9.3417 15.0758 19.2269
H 10.8555 11.5622 18.6081
H 11.6276 10.8512 16.2785
H 9.9920 10.7251 15.7447
H 11.4686 8.9217 17.7773
H 10.5174 8.5695 16.3997
H 9.3356 8.0508 18.6435
H 8.4828 8.4459 17.1687
H 8.6408 10.0613 19.7386
H 7.3203 9.9766 18.5416
H 8.3697 12.2383 18.7927
H 8.1949 11.5817 17.1238
H 12.9284 13.2292 17.9367
H 12.4359 12.8161 20.0832
H 10.7331 13.3308 19.7504
H 12.1015 14.6124 21.6453
H 11.3079 15.7217 20.4219
H 14.1893 14.5762 20.1690
H 13.9010 16.0486 21.0355
H 14.5133 15.8841 18.3281
H 13.2151 17.0568 18.8755
H 12.7334 15.5104 16.8126
H 11.5748 16.0581 17.9960
O 12.1256 16.5234 14.4473
H 11.9907 17.3753 13.8846
H 11.7557 16.7603 15.2903
O 12.4235 15.2583 11.5820
H 11.6187 15.5030 11.1124
H 13.0227 16.0561 11.5381
S 12.0763 19.0959 12.6637
C 13.6930 19.1006 13.1296
N 14.2370 19.1774 14.3810
C 15.6679 19.3783 14.5394
C 16.2650 18.9741 13.2109
S 14.9984 19.0918 11.9604
H 13.7024 19.3828 15.2353
H 16.0057 18.9523 15.4629
H 15.9546 20.4617 14.6821
H 16.6455 17.9297 13.2765
H 17.0973 19.6059 12.8905
*
```

For the calculated total energy, the calculation gives -119089.5369 eV. The orbital gap (spin up / spin down) comes out at 5.2119 / 5.1161 eV. Its expectation value of S² is 6.0682. The value obtained for the strongest force on any atom is 0.0849 Eh/bohr.

Löwdin population analysis, charges in e, atoms 1 to 5: number 1, Pm, carries 1.4439; number 2, C, carries -0.1058; number 3, C, carries -0.1530; number 4, C, carries -0.1381; number 5, C, carries -0.0661

=====

The following is a quantum chemistry calculation of C46H71MoN4OSSi3 as an isolated structure at a distorted geometry, from the OMol25 dataset.

Structure (ORCA input):
```
! wB97M-V def2-TZVPD RIJCOSX def2/J DEFGRID3
* xyz -2 2
Mo 0.8410 -0.9594 -0.7107
O 0.2472 -1.7758 -2.4231
N 1.0951 -2.1619 -3.3667
C 0.6119 -2.9778 -4.3227
C 1.4210 -3.4720 -5.3059
C 2.7663 -3.0913 -5.3401
C 3.2179 -2.1826 -4.4164
C 2.3780 -1.6711 -3.4104
S 2.8319 -0.4391 -2.3303
H -0.4366 -3.2117 -4.2175
H 1.0029 -4.1526 -6.0337
H 3.4388 -3.4850 -6.0908
H 4.2316 -1.8102 -4.4485
C -3.2520 -1.4681 4.2082
C -3.3336 -0.2212 3.3180
C -4.7594 0.3457 3.4107
C -2.2863 0.8463 3.6185
C -2.4493 1.3639 4.8993
C -1.6581 2.3577 5.4337
C -0.6380 2.8266 4.6333
C -0.4165 2.3614 3.3437
C 0.8465 2.9489 2.7191
C 2.0954 2.6191 3.5499
C 0.7069 4.4642 2.5611
C -1.2591 1.3571 2.7323
N -1.0417 0.9343 1.4202
C -0.7877 2.0054 0.5347
C -0.2757 2.2149 -0.7155
N 0.3123 1.4742 -1.7548
C 0.8908 2.2775 -2.7522
C 0.5636 2.2299 -4.1517
C 1.0674 3.2006 -5.0216
C 1.9463 4.1951 -4.6557
C 2.3635 4.1919 -3.3415
C 1.8617 3.2909 -2.4130
C 2.5105 3.3997 -1.0450
C 2.3651 4.8026 -0.4574
C 4.0014 3.0344 -1.1369
C -0.2826 1.2379 -4.9586
C 0.6613 0.3035 -5.7293
C -1.3409 0.4425 -4.2301
H -4.1497 -2.0755 4.0625
H -3.1873 -1.2068 5.2677
H -2.3929 -2.0859 3.9473
H -3.1888 -0.5735 2.3111
H -5.0592 0.4726 4.4552
H -5.4665 -0.3403 2.9363
H -4.8380 1.3104 2.9129
H -3.2420 0.9604 5.5211
H -1.8193 2.7369 6.4363
H 0.0372 3.5702 5.0435
H 0.9989 2.5109 1.7358
H 2.0783 3.0992 4.5322
H 2.9949 2.9552 3.0232
H 2.1844 1.5426 3.7019
H 0.3839 4.9332 3.4929
H -0.0325 4.7007 1.7944
H 1.6560 4.9146 2.2733
H -1.1853 2.9525 0.9129
H -0.4174 3.2702 -0.9784
H 0.7409 3.1700 -6.0577
H 2.3045 4.9253 -5.3719
H 3.1152 4.9107 -3.0326
H 2.0262 2.6982 -0.3700
H 2.6913 5.5660 -1.1666
H 2.9787 4.9048 0.4394
H 1.3277 5.0068 -0.1961
H 4.5496 3.7743 -1.7264
H 4.1332 2.0610 -1.6138
H 4.4472 2.9997 -0.1370
H -0.8093 1.8408 -5.7062
H 1.2533 0.8561 -6.4624
H 0.0988 -0.4762 -6.2543
H 1.3577 -0.1710 -5.0403
H -0.8934 -0.2391 -3.5163
H -1.9313 -0.1372 -4.9499
H -2.0150 1.1024 -3.6882
C -0.2732 -5.0179 -0.0484
Si -1.5310 -3.5775 0.0755
C -2.2940 -3.7998 -1.6671
C -2.8202 -4.4628 1.1985
C -1.0120 -1.8483 0.6226
Si -2.5111 -0.5352 0.2461
C -2.3815 -0.3855 -1.6173
C -3.6105 1.1118 0.4003
C -4.1027 -1.6835 0.3446
Si 0.0841 -1.9315 2.1597
C 0.2538 -1.0344 3.8558
C 0.2846 -3.7095 2.8765
C 1.8804 -1.3727 1.7667
C 3.0078 -1.7818 2.4743
C 4.2005 -1.0876 2.3804
C 4.2164 0.0622 1.5923
C 3.1027 0.3847 0.8575
N 1.9773 -0.3586 0.8587
H -0.7585 -5.8512 -0.5674
H 0.0526 -5.3794 0.9262
H 0.6126 -4.7482 -0.6193
H -1.4946 -3.8595 -2.4103
H -2.9676 -3.0024 -1.9725
H -2.8531 -4.7407 -1.6966
H -2.9541 -5.4944 0.8530
H -3.7951 -3.9837 1.1897
H -2.4962 -4.5052 2.2409
H -1.6852 0.4186 -1.8442
H -3.3537 -0.1298 -2.0532
H -2.0147 -1.2918 -2.0890
H -3.3193 1.7835 -0.4102
H -3.4828 1.6706 1.3240
H -4.6812 0.9018 0.2881
H -4.0033 -2.5799 -0.2647
H -4.9591 -1.1301 -0.0483
H -4.3655 -2.0098 1.3554
H 0.5465 0.0007 3.7121
H -0.5987 -1.0372 4.5332
H 1.0860 -1.5405 4.3532
H -0.6458 -4.2739 2.8353
H 0.5982 -3.6664 3.9220
H 1.0348 -4.2824 2.3253
H 2.9275 -2.6444 3.1261
H 5.0801 -1.4086 2.9248
H 5.0974 0.6882 1.5301
H 3.1060 1.2274 0.1903
C 2.0742 -2.7966 -0.5579
H 3.1294 -2.5327 -0.4274
H 2.0170 -3.4179 -1.4588
H 1.8059 -3.4428 0.2795
*
```

For the calculated total energy, the calculation gives -93183.0835 eV. The orbital gap comes out at 4.3246 eV. Its expectation value of S² is 0.7685. The value obtained for the strongest force on any atom is 0.0341 Eh/bohr.

Löwdin population analysis, charges in e, atoms 1 to 5: number 1, Mo, carries 1.3560; number 2, O, carries -0.3642; number 3, N, carries -0.1832; number 4, C, carries -0.0281; number 5, C, carries -0.0801

=====

The following is a quantum chemistry calculation of C46H74Cl16F24HfO18P4 as an isolated structure at a distorted geometry, from the OMol25 dataset.

Structure (ORCA input):
```
! wB97M-V def2-TZVPD RIJCOSX def2/J DEFGRID3
* xyz 0 1
Hf 2.8307 0.0385 1.4597
P 3.4473 2.8348 -0.0269
F 2.0863 2.4712 0.8136
F 3.2323 1.2689 -0.4491
F 2.6437 3.4608 -1.3484
F 4.8843 2.8505 -0.7444
F 3.6118 4.2937 0.6466
F 4.2850 2.1208 1.1231
P -0.5337 0.8816 -0.4263
F 0.2976 0.4587 -1.7180
F 0.0593 2.3700 -0.7253
F -1.7706 1.2686 -1.3265
F -1.1399 1.3830 0.9720
F -1.0916 -0.6230 -0.2201
F 0.7968 0.4487 0.4483
P 4.2334 -3.5433 2.0126
F 4.9523 -3.0472 3.4391
F 3.6216 -2.0807 1.7423
F 5.4841 -3.0567 1.1730
F 3.5025 -3.9003 0.6395
F 4.8188 -5.0449 2.0675
F 2.8398 -4.0265 2.7005
P 4.4217 0.2275 4.3106
F 4.8307 -1.1166 5.1512
F 5.7354 1.0860 4.5920
F 5.0686 -0.3819 2.9496
F 3.8353 1.2942 3.2759
F 3.0697 -0.5141 3.8283
F 3.6788 0.8978 5.5981
Cl -4.4402 4.4915 0.4015
C -2.6299 4.3587 0.4734
C -2.2491 4.1130 1.9520
Cl -2.9444 5.3149 3.0612
H -2.1742 5.3038 0.1780
H -2.3640 3.4353 -0.0410
H -1.1704 4.1260 2.1079
H -2.4462 3.1074 2.3236
Cl -5.5429 -2.8385 -0.4077
C -6.3790 -4.2977 0.2962
C -6.5652 -4.0492 1.8195
Cl -8.0246 -2.9750 2.2218
H -5.8161 -5.2221 0.1669
H -7.3043 -4.4084 -0.2692
H -5.6839 -3.6585 2.3280
H -6.6805 -4.9990 2.3418
Cl -1.6537 -3.5563 -2.8912
C -1.1681 -4.0952 -4.4773
C 0.2882 -3.9534 -4.7973
Cl 1.2821 -4.7570 -3.5557
H -1.8514 -3.6902 -5.2237
H -1.4593 -5.1421 -4.3917
H 0.5177 -2.8890 -4.7482
H 0.5852 -4.3201 -5.7799
Cl -5.9393 0.9989 -1.3336
C -5.5931 0.5783 0.3701
C -4.2167 -0.0030 0.6927
Cl -4.1555 -0.5933 2.3360
H -6.4267 -0.0620 0.6587
H -5.7436 1.5336 0.8730
H -3.4222 0.7417 0.6438
H -3.8867 -0.7895 0.0140
Cl 2.8228 7.4120 -2.3797
C 1.4529 6.2917 -2.1073
C 0.1396 7.0414 -2.2560
Cl -0.1219 8.1327 -0.8778
H 1.6365 5.8277 -1.1383
H 1.5785 5.5457 -2.8921
H -0.7260 6.3848 -2.3437
H 0.1427 7.7368 -3.0953
Cl -4.6752 2.5623 4.1601
C -5.7775 3.8881 4.2737
C -6.3844 4.0942 5.5943
Cl -5.1504 4.7169 6.7307
H -6.5568 3.5616 3.5850
H -5.2294 4.7273 3.8455
H -6.8472 3.1646 5.9256
H -7.2133 4.7993 5.5312
Cl -0.3311 -0.3106 -5.6435
C -1.5301 -0.2528 -6.9788
C -1.2092 -1.2547 -8.1239
Cl -1.3352 -2.9210 -7.6056
H -1.4911 0.7842 -7.3123
H -2.5205 -0.5230 -6.6126
H -0.2451 -1.1653 -8.6245
H -1.9688 -1.1736 -8.9014
Cl -4.4830 2.7150 -5.0998
C -3.2057 2.9015 -3.8519
C -2.1458 3.9273 -4.3512
Cl -2.8895 5.5659 -4.3531
H -2.8770 1.8813 -3.6539
H -3.8188 3.2942 -3.0408
H -1.7583 3.7279 -5.3503
H -1.2964 3.9429 -3.6683
C -2.1367 -4.1756 3.9076
O -1.4099 -5.1333 3.1132
C -0.8079 -6.1118 3.9552
C 0.0887 -6.9860 3.0866
O -0.7214 -7.9739 2.4047
C -1.0912 -9.1111 3.0822
H -2.8923 -4.5989 4.5695
H -2.6781 -3.6416 3.1267
H -1.5167 -3.4709 4.4618
H -1.5546 -6.7365 4.4454
H -0.2599 -5.6920 4.7988
H 0.9064 -7.5024 3.5893
H 0.5477 -6.3563 2.3244
H -0.3338 -9.8815 2.9375
H -2.0524 -9.5152 2.7643
H -1.1758 -8.9725 4.1600
C 1.5902 -2.0294 -1.1645
O 2.5887 -1.2146 -0.5542
C 3.8298 -1.5977 -1.3600
C 5.0546 -0.7107 -0.9760
O 4.9681 -0.2234 0.3838
C 6.3255 0.1724 0.7318
H 1.8895 -3.0615 -1.3471
H 1.4709 -1.7303 -2.2058
H 0.6386 -1.9813 -0.6351
H 3.7326 -1.4334 -2.4331
H 4.1019 -2.6511 -1.2948
H 5.2195 0.1462 -1.6292
H 5.9192 -1.3670 -1.0746
H 6.4085 0.8178 1.6062
H 6.7799 0.7796 -0.0511
H 6.9004 -0.7441 0.8638
C 0.4377 -2.5451 2.1107
O 0.9733 -1.2662 2.3766
C -0.0494 -0.5908 3.2204
C 0.5027 0.5472 3.9769
O 1.2959 1.3138 3.0353
C 1.3208 2.7193 3.4810
H 0.3170 -3.2094 2.9664
H 1.2140 -3.0158 1.5073
H -0.5148 -2.5610 1.5810
H -0.3786 -1.3232 3.9576
H -0.9120 -0.3602 2.5953
H 1.0034 0.2991 4.9128
H -0.3291 1.1946 4.2548
H 0.3293 3.1433 3.3218
H 2.0701 3.4031 3.0821
H 1.5758 2.7807 4.5390
C 0.4885 -6.6054 -1.1634
C -0.0152 -7.6533 -1.8630
C -1.4616 -7.9914 -1.9086
O -1.9942 -8.8577 -2.5762
C -2.2329 -7.1118 -1.0379
C -1.7405 -6.1086 -0.3322
C -0.2981 -5.7161 -0.3505
O 0.1937 -4.7942 0.3035
O -2.5152 -5.5399 0.6266
O 0.8045 -8.4948 -2.5865
H 1.5664 -6.5524 -1.2070
H -3.2545 -7.4029 -0.8428
H -1.9231 -5.1521 1.2752
H 0.3050 -9.2590 -2.8831
C 1.6272 2.4161 -6.0526
C 1.8526 2.0497 -4.7628
C 2.8948 1.1010 -4.3515
O 3.3077 0.9471 -3.2190
C 3.5420 0.4102 -5.4947
C 3.2887 0.7262 -6.7724
C 2.3926 1.8558 -7.1637
O 2.1846 2.3067 -8.3359
O 3.8447 0.0285 -7.8012
O 1.0997 2.7061 -3.8624
H 0.8403 3.1129 -6.3008
H 4.2462 -0.3960 -5.3510
H 3.6160 0.4544 -8.6306
H 1.1633 2.3091 -2.9906
C 0.3909 7.8994 2.8372
C 0.5316 9.1382 3.3752
C 1.8099 9.7636 3.6164
O 2.1212 10.7730 4.2934
C 2.8958 9.0192 2.9828
C 2.7055 7.7696 2.4142
C 1.4251 7.0324 2.3197
O 1.2998 5.9782 1.7019
O 3.6668 7.0046 1.7756
O -0.5741 9.8814 3.7744
H -0.6042 7.4902 2.9311
H 3.8309 9.5524 2.8948
H 3.2574 6.1605 1.5720
H -0.2248 10.7574 3.9540
*
```

For the calculated total energy, the calculation gives -389817.3390 eV. The orbital gap comes out at 7.2377 eV. The value obtained for the strongest force on any atom is 0.0904 Eh/bohr.

Löwdin population analysis, charges in e, atoms 1 to 5: number 1, Hf, carries 2.3226; number 2, P, carries 0.2910; number 3, F, carries -0.1757; number 4, F, carries -0.2133; number 5, F, carries -0.1159